Below is C19H23NO2 in the gas phase, with properties calculated with ωB97M-V/def2-TZVPD.

Geometry as XYZ:
```
45
Properties=species:S:1:pos:R:3:forces:R:3
C 1.03220 1.33714 3.48398 0.17 -0.06 0.14
H 1.88808 1.00969 2.88597 -0.03 0.00 0.02
O -0.11209 1.52030 2.68838 -0.30 -0.07 -0.24
C -0.61474 0.45201 2.01516 -0.13 0.00 -0.02
C -1.76573 0.69169 1.26350 0.12 0.07 0.18
C -2.37201 -0.32910 0.56436 0.10 0.04 0.11
C -1.85401 -1.62120 0.58300 -0.04 -0.16 0.06
C -0.70380 -1.84944 1.32704 -0.25 -0.01 -0.06
C -0.08594 -0.83375 2.04001 0.21 0.23 0.20
H 0.79542 -1.06174 2.61956 0.08 0.02 0.06
H -0.28585 -2.84635 1.36748 0.04 -0.11 0.01
C -2.50174 -2.73429 -0.19127 0.19 -0.16 -0.10
H -2.53829 -3.63367 0.42845 -0.11 0.02 0.01
H -3.52720 -2.45604 -0.44101 -0.05 -0.03 0.03
C -1.74596 -3.06842 -1.48731 -0.24 0.01 0.09
C -1.68662 -1.88542 -2.46711 0.10 -0.12 -0.22
C -0.27604 -1.43012 -2.81191 -0.47 -0.12 0.22
O 0.10335 -1.26005 -3.95251 0.14 0.06 -0.39
N 0.50882 -1.20039 -1.73864 0.28 0.07 0.34
H 0.14013 -1.32680 -0.80732 -0.07 0.01 -0.08
C 1.86693 -0.71723 -1.86434 0.24 -0.06 -0.14
H 2.53890 -1.56753 -2.04531 -0.03 0.18 -0.05
H 1.91290 -0.06796 -2.74373 0.05 -0.07 0.08
C 2.32714 0.01687 -0.61043 -0.10 -0.09 -0.18
C 1.72257 1.37888 -0.37725 0.08 -0.07 0.05
C 0.51181 1.77579 -0.92664 0.04 0.07 -0.11
C -0.01451 3.02453 -0.64244 -0.04 0.07 -0.02
C 0.65560 3.89417 0.19769 -0.07 0.10 0.02
C 1.86879 3.51295 0.74367 0.08 0.05 0.06
C 2.39587 2.26870 0.45396 -0.02 0.01 0.00
H 3.34888 1.98008 0.87804 0.09 -0.04 0.03
H 2.40656 4.18640 1.39532 0.05 0.07 0.05
H 0.23871 4.86427 0.42380 -0.04 0.08 0.01
H -0.95783 3.31532 -1.08130 -0.09 0.03 -0.04
H -0.03079 1.11708 -1.58506 -0.04 -0.07 -0.05
H 3.41365 0.12400 -0.65956 -0.04 -0.06 0.04
H 2.10578 -0.61353 0.25922 0.11 -0.02 0.02
H -2.20311 -1.02243 -2.04084 -0.04 0.05 -0.03
H -2.17891 -2.13366 -3.40743 0.07 0.09 0.04
H -0.73596 -3.40049 -1.23816 -0.03 -0.06 0.01
H -2.24830 -3.91053 -1.96591 0.08 -0.03 -0.01
H -3.27524 -0.12295 0.00792 -0.10 0.01 -0.07
H -2.16795 1.69170 1.25484 -0.05 0.14 -0.01
H 1.25021 2.31309 3.91380 0.04 -0.07 -0.01
H 0.85033 0.61842 4.29034 0.00 0.02 -0.04
```
Positions in Å, forces in eV/Å.

SMILES ... COc1ccc(CCCC(=O)NCCc2ccccc2)cc1
HOMO ... -8.484 eV

=====

Below is C19H23NO3 in the gas phase, with properties calculated with ωB97M-V/def2-TZVPD.

Geometry as XYZ:
```
46
Properties=species:S:1:pos:R:3:forces:R:3
C -4.79221 -2.25056 -1.13637 0.25 0.07 -0.03
C -3.32827 -2.13234 -0.72829 -0.10 -0.16 0.17
C -3.11482 -2.24343 0.78165 -0.07 0.11 -0.08
C -3.66620 -1.07827 1.60745 0.26 -0.07 0.01
C -2.98667 0.26466 1.30191 -0.30 -0.08 -0.07
C -3.83412 1.16854 0.40648 0.51 0.26 0.01
C -3.10744 2.44317 -0.03313 -0.54 -0.11 0.18
O -2.12151 2.17551 -1.01293 0.10 -0.07 -0.17
C -0.83933 1.87986 -0.68049 0.44 -0.07 -0.07
C -0.06415 1.36301 -1.72237 -0.20 0.13 0.18
C 1.26450 1.04837 -1.53680 0.21 0.03 0.12
C 1.84411 1.24621 -0.29096 -0.51 0.02 0.05
C 1.09133 1.76644 0.74996 0.47 -0.24 -0.26
C -0.24070 2.08331 0.56074 -0.40 0.12 -0.12
H -0.79675 2.48209 1.39394 -0.06 0.02 0.04
H 1.55710 1.92202 1.71067 0.05 0.01 0.10
O 3.19076 0.99588 -0.03955 -0.01 0.37 0.08
C 3.76404 -0.13650 -0.47295 -0.03 -0.58 -0.19
O 3.18899 -1.02658 -1.04726 0.11 0.25 0.16
C 5.21098 -0.17216 -0.13926 0.31 -0.05 0.03
C 5.92875 -1.34374 -0.37504 -0.11 0.21 0.04
C 7.27694 -1.37157 -0.06944 -0.09 0.06 0.01
C 7.85247 -0.22427 0.46028 0.08 -0.27 -0.08
N 7.18066 0.89339 0.68246 0.34 0.40 0.20
C 5.89489 0.92180 0.39047 -0.46 -0.13 -0.13
H 5.38424 1.85543 0.58210 -0.11 0.01 -0.01
H 8.90263 -0.19368 0.71998 0.09 -0.09 -0.01
H 7.86826 -2.25847 -0.23537 0.06 -0.06 0.00
H 5.41644 -2.20019 -0.78835 -0.03 -0.05 -0.03
H 1.84568 0.64628 -2.35079 0.02 -0.03 -0.04
H -0.53339 1.21738 -2.68221 -0.05 -0.02 -0.12
H -3.81762 3.10735 -0.53617 0.13 -0.02 0.13
H -2.69362 2.97555 0.82813 0.00 0.03 -0.07
H -4.74148 1.46086 0.93992 -0.08 -0.01 -0.02
H -4.12982 0.62993 -0.49388 -0.12 0.00 -0.06
H -2.78869 0.79541 2.23651 0.10 0.04 -0.01
H -2.02415 0.07297 0.82488 0.05 0.02 0.05
H -3.51345 -1.32432 2.66054 -0.10 0.00 0.01
H -4.74248 -0.98994 1.45344 -0.11 0.00 0.07
H -3.58112 -3.16777 1.13271 0.06 -0.09 0.01
H -2.04206 -2.32405 0.97517 0.02 -0.05 0.07
H -2.91534 -1.19034 -1.09194 0.10 0.04 -0.08
H -2.76648 -2.93628 -1.21022 0.06 0.08 -0.05
H -4.88683 -2.21088 -2.21935 -0.10 0.00 -0.09
H -5.38753 -1.44432 -0.71493 -0.13 0.07 0.02
H -5.20657 -3.19574 -0.79136 -0.10 -0.09 0.03
```
Positions in Å, forces in eV/Å.

SMILES ... CCCCCCCOc1ccc(OC(=O)c2cccnc2)cc1
HOMO ... -8.365 eV

=====

Below is C19H23NO5 in the gas phase in a non-equilibrium geometry, with properties calculated with ωB97M-V/def2-TZVPD.

Geometry as XYZ:
```
48
Properties=species:S:1:pos:R:3:forces:R:3
O 3.81507 -1.73972 2.16960 1.59 -1.18 0.15
O 1.67455 -1.51251 3.13128 1.77 0.05 -1.77
O -1.44324 1.84608 2.57741 -1.00 1.10 0.11
O -0.69347 3.60726 0.29646 0.74 3.54 2.30
O -2.94329 0.49849 -0.53327 0.02 -0.43 0.56
C 3.14804 -1.02869 -0.17871 -1.01 -1.69 0.93
C 0.77912 -0.50229 1.08251 -1.74 -0.84 1.59
C 3.02643 -1.22284 1.21672 -2.16 0.61 -0.24
C 1.81644 -1.02869 1.81572 -2.30 0.80 -0.54
C 1.95330 -0.81868 -0.96871 0.24 1.06 -0.05
C 0.74648 -0.41155 -0.27551 2.57 -0.35 -2.07
N -0.80106 -0.55792 -2.23642 1.60 2.75 -1.20
C -2.43638 1.75962 3.61382 -1.03 -0.52 -1.26
C 2.99771 -2.01903 3.32429 0.99 -0.21 0.90
C 2.02269 -0.91633 -2.54407 1.75 1.59 1.04
C -0.23931 0.11602 -3.44266 1.27 -1.64 1.93
C -1.12086 -1.92401 -1.88291 0.76 -0.44 -1.16
C 1.33054 0.20054 -3.34251 -1.05 -0.70 0.54
C -1.95500 -1.75689 -0.60590 0.35 -1.03 -0.68
C -0.46868 1.68177 -0.97968 1.80 -0.95 -0.08
C -1.94101 1.86636 1.20914 1.04 -0.88 -0.16
C -1.77870 -0.31311 -0.39654 -1.34 2.81 4.68
C -0.62673 2.23686 0.41666 -1.86 -0.07 0.16
C -0.47283 0.14678 -1.01323 -1.65 -0.54 1.02
C -2.42595 0.48898 0.82048 1.35 -1.45 -2.05
H -0.61101 3.99721 1.26037 -0.26 -1.11 -2.92
H 4.08520 -1.49109 -0.46443 0.03 0.47 -1.22
H -0.19348 -0.41012 1.54682 0.11 0.33 0.51
H -2.16858 2.19909 4.55132 1.01 0.45 0.32
H -2.58573 0.69280 3.79784 -0.48 0.09 0.13
H -3.40331 2.26955 3.35573 0.74 -0.60 -0.19
H 3.07297 -3.09612 3.62404 -0.61 0.61 -0.81
H 3.49154 -1.47197 4.10363 0.01 0.43 0.73
H 3.12411 -0.75664 -2.79457 -1.27 -0.76 0.26
H 1.67448 -1.84897 -2.88818 -0.12 -1.46 -0.23
H -0.64628 1.09918 -3.58972 -0.32 0.62 0.54
H -0.63503 -0.40811 -4.26504 0.16 -1.03 -1.39
H -0.25652 -2.64722 -1.75844 -0.65 0.80 -0.05
H -1.74678 -2.25338 -2.67953 -0.36 -0.86 -0.67
H 1.74249 0.26567 -4.33008 0.37 0.02 -0.58
H 1.67503 1.03774 -2.77440 -0.30 1.28 -0.12
H -1.54841 -2.37393 0.17360 0.30 -0.08 0.61
H -2.96941 -2.11039 -0.77563 -0.18 0.49 0.08
H 0.48550 2.02636 -1.42949 -0.49 0.12 0.53
H -1.23996 2.07807 -1.55380 -1.51 0.53 -1.19
H -2.75466 2.65708 0.97381 1.26 -1.14 0.67
H 0.21262 2.02491 1.02145 0.83 -0.91 0.79
H -2.76863 -0.17628 1.62067 -0.95 0.32 -0.47
```
Positions in Å, forces in eV/Å.

SMILES ... CO[C@H]1[C@H](O)C[C@]23c4cc5c(cc4CCCN2CC[C@]32O[C@H]12)OCO5
HOMO ... -7.838 eV

=====

Below is C19H23NO5S in the gas phase, with properties calculated with ωB97M-V/def2-TZVPD.

Geometry as XYZ:
```
49
Properties=species:S:1:pos:R:3:forces:R:3
C -6.63573 -1.18192 1.28891 0.00 -0.19 -0.16
C -5.96557 -2.44289 0.75950 0.06 0.08 0.22
H -6.14093 -2.52218 -0.31526 -0.02 -0.09 -0.03
H -6.41043 -3.31830 1.23746 -0.02 -0.05 -0.08
C -4.45358 -2.44934 1.02432 -0.22 -0.08 -0.18
C -3.76356 -1.34297 0.28083 0.10 -0.02 0.20
C -3.53250 -1.45159 -1.08710 0.04 0.12 0.06
C -2.94061 -0.42502 -1.79124 0.10 0.23 -0.05
C -2.56328 0.74458 -1.13636 -0.13 -0.21 0.05
C -2.77422 0.86348 0.22906 0.13 0.31 -0.19
C -3.37432 -0.17674 0.92086 -0.03 -0.17 -0.11
H -3.53687 -0.06986 1.98338 -0.02 -0.01 0.12
H -2.47996 1.75048 0.76907 0.02 0.10 0.05
O -1.96886 1.70671 -1.92714 0.00 -0.19 -0.10
C -1.70592 2.96190 -1.35740 -0.11 0.35 0.08
C -0.52928 2.96651 -0.38044 -0.08 -0.29 -0.23
O -0.41699 3.84952 0.45753 -0.04 0.22 0.13
N 0.31387 1.94250 -0.58453 -0.11 -0.23 -0.47
C 1.49671 1.49974 0.04690 0.43 -0.07 0.32
C 1.97533 0.27231 -0.40464 -0.03 0.11 0.07
C 3.13403 -0.27291 0.09946 0.12 -0.68 -0.26
C 3.86091 0.39161 1.07103 0.02 0.08 0.06
C 3.39574 1.60108 1.53487 -0.14 0.01 -0.07
C 2.21474 2.18198 1.05000 0.04 -0.27 -0.12
O 1.87682 3.35447 1.58488 -0.20 0.29 0.00
H 1.00508 3.68486 1.23736 0.17 -0.18 0.01
H 3.93074 2.15440 2.29005 0.07 0.06 0.08
H 4.78160 -0.03465 1.43432 0.16 0.00 0.10
S 3.67500 -1.87004 -0.50663 0.22 -0.12 0.31
O 5.10705 -1.86179 -0.64028 0.11 0.10 0.32
O 2.88905 -2.20204 -1.66668 -0.38 0.03 0.06
C 3.23420 -3.02374 0.83840 -0.03 0.70 -0.58
C 1.73640 -3.00268 1.03194 -0.15 -0.05 0.03
H 1.42339 -3.76351 1.74374 0.00 -0.03 0.05
H 1.25173 -3.19401 0.07736 -0.14 -0.05 0.00
H 1.41132 -2.03048 1.39726 -0.09 0.02 0.05
H 3.59520 -3.99783 0.51873 0.15 -0.01 -0.14
H 3.78492 -2.69691 1.71553 0.12 0.01 0.07
H 1.45205 -0.27433 -1.17550 -0.15 -0.03 -0.11
H 0.02871 1.32007 -1.33627 -0.08 0.24 0.17
H -2.58436 3.38262 -0.85394 0.17 -0.08 0.01
H -1.44686 3.61861 -2.19526 -0.03 -0.05 0.17
H -2.76142 -0.50352 -2.85188 0.02 -0.02 -0.14
H -3.82060 -2.35346 -1.60677 -0.03 -0.12 -0.07
H -4.27845 -2.34165 2.09632 0.05 -0.05 0.03
H -4.04512 -3.41131 0.70626 0.06 -0.01 0.09
H -6.48489 -1.09098 2.36254 0.00 0.06 0.14
H -7.70533 -1.21030 1.09486 -0.10 0.07 0.02
H -6.22167 -0.29904 0.80711 -0.02 0.13 0.00
```
Positions in Å, forces in eV/Å.

SMILES ... CCCc1ccc(OCC(=O)Nc2cc(S(=O)(=O)CC)ccc2O)cc1
HOMO ... -8.727 eV

=====

Below is 2 unconnected molecules or ions with the total composition C19H23O2S in a non-equilibrium geometry, with properties calculated with ωB97M-V/def2-TZVPD.

Geometry as XYZ:
```
45
Properties=species:S:1:pos:R:3:forces:R:3
C -3.66261 2.20919 -0.76601 -0.25 0.67 0.11
O -3.81728 0.79428 -0.58225 0.53 -0.84 0.38
C -3.54721 0.28826 0.60217 -0.04 1.20 -0.91
C -2.50166 -0.67062 0.69893 -0.15 -0.82 0.18
C -1.88252 -0.83237 1.96126 -0.39 -0.07 -0.28
C -0.90636 -1.79841 2.11504 0.10 0.24 0.10
C -0.52227 -2.59791 1.02919 -0.12 0.06 0.23
C 0.57788 -3.59605 1.20487 0.28 -0.19 -0.10
C -1.15633 -2.44552 -0.21312 -0.04 0.16 -0.14
C -2.12919 -1.48306 -0.40347 0.03 0.37 0.46
H -3.95185 2.39006 -1.80133 0.10 0.03 0.20
H -4.32104 2.75889 -0.08594 0.09 -0.13 -0.06
H -2.61240 2.47585 -0.59277 -0.25 -0.05 -0.13
H -3.83130 0.87958 1.49003 -0.11 -0.17 -0.39
H -2.20440 -0.17607 2.77776 0.23 -0.35 -0.19
H -0.40383 -1.92673 3.07504 -0.13 0.05 -0.26
H 0.78504 -4.10934 0.26256 -0.01 0.00 0.18
H 1.50460 -3.09786 1.52493 -0.27 -0.11 -0.04
H 0.32961 -4.34683 1.96659 0.02 0.19 -0.15
H -0.84799 -3.08574 -1.03522 -0.07 0.13 0.08
H -2.61112 -1.31292 -1.36660 0.13 -0.18 0.26
C -6.98798 -1.94260 3.05584 0.07 0.03 0.32
S -5.50609 -1.13092 2.36971 -0.67 -1.18 -0.20
C -4.65864 -2.73521 2.12029 0.09 0.36 0.39
C -5.95264 -0.78807 0.76205 0.85 -0.16 -0.82
C -6.38472 0.53123 0.40191 0.48 1.04 0.57
C -6.91901 0.78402 -0.98204 -0.08 0.16 -0.15
C -7.30786 -0.25534 -1.83823 -0.12 0.36 0.08
C -7.95801 0.02811 -3.04603 0.13 0.03 0.23
C -8.15593 1.35694 -3.44148 0.30 -0.03 0.21
C -7.64514 2.39906 -2.64914 -0.06 -0.19 0.19
C -7.06606 2.11798 -1.40836 -0.08 -0.18 -0.15
O -6.21770 1.49120 1.18950 -0.26 -0.92 -0.63
H -6.73047 -2.35269 4.03884 -0.16 0.11 -0.14
H -7.79614 -1.21394 3.13219 0.19 -0.01 0.03
H -7.25710 -2.74719 2.36361 -0.04 0.25 0.17
H -4.41032 -3.05643 3.13690 0.07 -0.18 -0.29
H -5.36600 -3.42681 1.65507 0.16 0.16 0.06
H -3.75607 -2.62156 1.51458 -0.29 0.04 0.20
H -6.01238 -1.66395 0.10300 -0.09 0.49 0.38
H -7.11828 -1.27897 -1.51695 -0.31 0.18 -0.31
H -8.31568 -0.80003 -3.66086 0.11 0.33 0.12
H -8.69408 1.58222 -4.36836 0.31 -0.11 0.36
H -7.71761 3.44044 -2.97737 -0.11 -0.43 0.10
H -6.73501 2.92696 -0.75006 -0.17 -0.34 -0.23
```
Positions in Å, forces in eV/Å.

Net charge ... +1
HOMO ... -11.285 eV